Record 1
Formula: C16H18N4O4S2
Source: OMol25
Level of theory: ωB97M-V/def2-TZVPD

ΔE to the lowest compared entry with this formula, charge and spin = 1.570 eV
Total charge = 0
Calculated total energy = -1936.8725 Ha
Structure (SMILES) = CC(C)C(=O)Nc1nnc(SCC(=O)Nc2ccc3c(c2)OCCO3)s1

The geometry in XYZ format:
```
44
C16H18N4O4S2 (ωB97M-V/def2-TZVPD)
C 4.379 -1.217 0.563
C 3.073 -0.786 -0.099
C 1.991 -0.511 0.953
C 3.294 0.480 -0.885
O 4.188 1.266 -0.704
N 2.368 0.781 -1.885
C 1.289 0.097 -2.338
N 0.868 -1.054 -1.931
N -0.241 -1.462 -2.517
C -0.705 -0.655 -3.399
S -2.191 -0.950 -4.257
C -2.991 0.681 -4.012
C -2.665 1.307 -2.656
O -2.395 2.483 -2.578
N -2.699 0.426 -1.628
C -2.215 0.603 -0.323
C -1.805 1.838 0.170
C -1.292 1.926 1.449
C -1.195 0.803 2.261
C -1.643 -0.431 1.777
C -2.134 -0.525 0.484
O -1.616 -1.565 2.545
C -1.436 -1.302 3.919
C -0.317 -0.282 4.121
O -0.659 0.945 3.514
S 0.283 0.800 -3.610
H 5.132 -1.437 -0.189
H 4.757 -0.421 1.199
H 4.216 -2.107 1.165
H 2.710 -1.565 -0.772
H 1.051 -0.233 0.482
H 1.824 -1.413 1.537
H 2.306 0.291 1.617
H 2.550 1.671 -2.337
H -2.674 1.366 -4.798
H -4.062 0.496 -4.107
H -2.957 -0.529 -1.846
H -1.876 2.716 -0.448
H -0.955 2.870 1.843
H -2.445 -1.494 0.125
H -1.192 -2.257 4.387
H -2.367 -0.907 4.349
H -0.160 -0.070 5.180
H 0.610 -0.671 3.680
```

Mulliken population analysis, charges in e, atoms 1 to 6:
1. C -1.755
2. C 0.804
3. C -0.825
4. C 0.006
5. O -0.636
6. N -0.038

Record 2
Formula: C16H18N4O5
Source: OMol25
Level of theory: ωB97M-V/def2-TZVPD

ΔE to the lowest compared entry with this formula, charge and spin = 5.752 eV
Total charge = 0
Calculated total energy = -1215.5947 Ha
Structure (SMILES) = C[C@H]1OC(c2cccc(O)c2O)=N[C@H]1C(=O)N(O)CCc1c[nH]cn1

The geometry in XYZ format:
```
43
C16H18N4O5 (ωB97M-V/def2-TZVPD)
C 1.235 -0.613 -2.524
C -0.006 -0.764 -1.762
O -0.313 -2.106 -1.554
C -0.617 -2.210 -0.206
C -0.829 -3.544 0.441
C -1.568 -3.698 1.609
C -1.974 -5.041 1.934
C -1.496 -6.190 1.223
C -0.739 -5.958 0.096
O -0.480 -7.001 -0.752
C -0.329 -4.657 -0.288
O 0.485 -4.549 -1.407
N -0.346 -1.198 0.593
C 0.054 -0.160 -0.266
C 1.419 0.369 0.161
O 2.340 -0.480 0.198
N 1.774 1.750 0.334
O 3.054 1.939 0.887
C 0.809 2.810 0.367
C 1.380 4.254 0.547
C 0.041 5.126 0.558
C -0.350 6.101 1.419
N -1.550 6.600 0.966
C -1.875 5.761 -0.131
N -1.010 4.869 -0.368
H 1.663 0.330 -2.464
H 1.942 -1.419 -2.312
H 1.186 -0.604 -3.599
H -0.836 -0.344 -2.415
H -1.812 -2.925 2.278
H -2.625 -5.105 2.711
H -1.691 -7.151 1.427
H 0.028 -6.547 -1.421
H 0.674 -3.580 -1.556
H -0.615 0.686 -0.125
H 3.496 1.148 0.685
H 0.178 2.646 1.325
H 0.107 2.684 -0.517
H 1.988 4.654 -0.267
H 1.801 4.356 1.502
H 0.260 6.508 2.227
H -2.049 7.432 1.212
H -2.805 5.821 -0.768
```

Mulliken population analysis, charges in e, atoms 1 to 6:
1. C -1.541
2. C 0.189
3. O -0.534
4. C 0.477
5. C 0.166
6. C -0.667

Record 3
Formula: C16H19B2F4MgN5O7SSe
Source: OMol25
Level of theory: ωB97M-V/def2-TZVPD

ΔE to the lowest compared entry with this formula, charge and spin = 0.000 eV
Total charge = 0
Calculated total energy = -4870.5642 Ha

The geometry in XYZ format:
```
56
C16H19B2F4MgN5O7SSe (ωB97M-V/def2-TZVPD)
Mg 0.604 -0.228 0.705
C -1.594 3.137 1.336
C -0.205 3.141 0.770
N -0.019 3.192 -0.521
O -0.949 2.665 -1.397
B -1.228 1.121 -1.276
F -2.535 0.868 -1.588
F -0.994 0.747 0.160
O -0.267 0.392 -2.126
N 0.920 0.189 -1.378
C 1.978 0.648 -1.840
C 2.079 0.649 -3.367
C 3.105 0.634 -0.917
N 2.865 0.073 0.226
O 3.780 0.322 1.235
B 2.967 0.251 2.560
F 1.951 -0.823 2.331
F 3.872 -0.115 3.611
O 2.228 1.436 2.882
N 1.141 1.663 2.005
C 0.999 2.903 1.696
C 1.493 4.023 2.606
C 4.321 1.401 -1.283
H -1.463 3.471 2.366
H -2.107 2.149 1.219
H -2.207 3.932 0.898
H 2.209 1.670 -3.737
H 1.209 0.173 -3.772
H 2.943 0.100 -3.731
H 1.346 3.762 3.662
H 1.037 4.957 2.357
H 2.578 4.122 2.503
H 4.531 1.320 -2.343
H 5.193 1.071 -0.634
H 4.271 2.466 -1.017
Se 1.417 5.062 -3.588
C 1.412 4.033 -2.236
N 1.237 3.521 -1.105
C -5.428 -3.699 -0.943
C -4.053 -3.886 -0.350
C -3.827 -3.510 0.976
C -2.557 -3.625 1.554
C -1.555 -4.146 0.756
C -1.871 -4.944 -0.443
C -3.103 -4.669 -1.033
S 0.088 -3.485 1.010
O 0.250 -3.708 2.432
O 0.939 -4.201 0.073
O -0.212 -2.099 0.554
H -5.883 -2.725 -0.696
H -6.101 -4.475 -0.515
H -5.393 -3.811 -2.045
H -4.633 -3.037 1.544
H -2.334 -3.375 2.585
H -1.075 -5.600 -0.703
H -3.372 -5.101 -2.029
```

Mulliken population analysis, charges in e, atoms 1 to 6:
1. Mg 1.245
2. C -1.269
3. C 0.064
4. N 1.021
5. O -0.475
6. B 1.082

Record 4
Formula: C16H19BBr31NO2P
Source: OMol25
Level of theory: ωB97M-V/def2-TZVPD

Total charge = +1
Calculated total energy = -80986.6589 Ha

The geometry in XYZ format:
```
71
C16H19BBr31NO2P (ωB97M-V/def2-TZVPD)
C -2.810 2.944 2.107
B -1.419 3.507 2.554
O -0.716 4.441 1.871
C -0.832 2.930 3.938
N -0.884 1.599 4.107
C -0.468 1.007 5.222
Br -0.636 -0.833 5.289
C 0.025 1.734 6.235
C 0.102 3.082 6.104
C -0.331 3.698 4.951
P -0.223 5.526 4.971
O -0.727 6.044 6.246
H -3.528 3.203 2.874
H -2.722 1.866 2.086
H -3.128 3.313 1.148
H -1.311 5.161 1.645
H -1.252 0.988 3.387
H 0.353 1.275 7.144
H 0.469 3.684 6.911
H 1.139 5.782 4.744
H -0.986 6.021 3.911
C -6.859 2.636 1.119
Br -5.941 4.002 0.120
Br -5.655 1.274 1.771
Br -7.908 3.381 2.542
H -7.539 2.151 0.435
C 0.477 -1.982 1.131
Br -0.529 -0.328 1.190
Br 2.013 -1.879 2.280
Br -0.624 -3.496 1.533
H 0.832 -2.100 0.118
C -4.159 -3.574 -1.315
Br -3.129 -5.197 -1.343
Br -3.165 -2.130 -0.515
Br -4.776 -3.102 -3.074
H -5.023 -3.755 -0.694
C -0.047 -5.543 -4.502
Br -1.110 -3.940 -4.637
Br 1.357 -5.340 -3.207
Br -1.138 -7.085 -4.150
H 0.424 -5.695 -5.463
C 6.032 -1.193 3.788
Br 5.614 0.690 3.765
Br 7.754 -1.534 4.561
Br 4.645 -2.204 4.659
H 6.070 -1.521 2.760
C -9.225 0.831 -4.037
Br -8.262 2.241 -4.919
Br -8.033 -0.355 -3.098
Br -10.586 1.522 -2.869
H -9.717 0.249 -4.801
C 7.688 1.479 0.657
Br 9.198 2.654 0.809
Br 6.593 1.909 -0.864
Br 8.215 -0.376 0.647
H 7.083 1.624 1.538
C 1.793 -2.460 -6.568
Br 2.562 -4.093 -7.237
Br 3.000 -1.536 -5.390
Br 1.170 -1.328 -7.988
H 0.933 -2.744 -5.986
C 11.941 -0.624 -0.845
Br 12.672 -2.199 -1.669
Br 13.246 0.294 0.229
Br 11.138 0.549 -2.138
H 11.154 -0.947 -0.180
C -3.984 -3.330 -7.076
Br -3.385 -3.024 -8.875
Br -3.804 -1.750 -5.989
Br -5.779 -4.016 -7.019
H -3.339 -4.082 -6.647
```

Mulliken population analysis, charges in e, atoms 1 to 6:
1. C -0.833
2. B 0.221
3. O -0.505
4. C 0.381
5. N 0.405
6. C 0.179

Record 5
Formula: C16H19Br7Cl2CsF8N4O6S2
Source: OMol25
Level of theory: ωB97M-V/def2-TZVPD

Total charge = -1
Calculated total energy = -21844.9414 Ha

The geometry in XYZ format:
```
65
C16H19Br7Cl2CsF8N4O6S2 (ωB97M-V/def2-TZVPD)
C 8.009 -1.218 2.666
C 7.077 -0.830 1.981
C 5.660 -0.445 1.497
N 5.241 0.842 1.668
C 3.928 1.062 1.232
C 3.340 2.436 1.409
C 1.955 2.802 1.014
C 1.090 1.682 0.405
C 1.665 0.328 0.235
C 0.681 -0.774 -0.378
C 0.245 -1.693 0.866
F 1.294 -1.523 -1.419
C 3.106 -0.037 0.634
N 3.501 -1.361 0.393
C 4.780 -1.499 0.847
Br 5.584 -3.300 0.643
H 8.797 -1.623 3.354
H 3.979 3.233 1.883
H 1.537 3.841 1.176
H 0.028 1.906 0.086
H -0.218 -0.244 -0.836
H 1.169 -1.777 1.527
H -0.026 -2.743 0.555
H -0.554 -1.172 1.477
O -1.181 2.696 2.220
H -0.832 2.138 2.932
H -2.105 2.839 2.473
N -3.815 2.835 0.737
H -3.890 1.788 0.853
H -4.084 3.287 1.619
H -2.852 3.082 0.505
H -4.439 3.150 -0.005
C -5.073 1.887 4.318
Br -3.905 3.300 4.982
Br -6.549 2.619 3.265
Br -4.073 0.542 3.326
H -5.508 1.398 5.188
C 0.828 5.009 -2.454
Br 1.586 3.571 -1.388
Br 2.112 5.772 -3.690
Br -0.805 4.444 -3.365
H 0.543 5.800 -1.765
F 3.397 -0.137 3.551
Cl -4.134 -0.030 0.820
Cs -3.355 5.408 -2.898
C -0.679 -6.215 -6.359
F -1.427 -6.598 -7.412
F 0.372 -7.062 -6.304
F -0.165 -5.004 -6.670
S -1.627 -6.184 -4.795
O -2.071 -7.547 -4.618
O -2.681 -5.225 -5.034
N -0.440 -5.706 -3.860
S -0.857 -5.538 -2.336
O -1.134 -6.756 -1.612
O -1.737 -4.433 -2.033
C 0.778 -5.000 -1.718
F 1.198 -3.867 -2.316
F 1.741 -5.921 -1.945
F 0.782 -4.762 -0.393
O -2.010 5.548 2.421
H -1.632 4.733 1.996
H -1.465 6.343 2.226
H -2.125 5.419 3.397
Cl -8.040 4.565 3.400
```

Mulliken population analysis, charges in e, atoms 1 to 6:
1. C -0.143
2. C -0.905
3. C 1.104
4. N -0.551
5. C -0.040
6. C -0.645

Record 6
Formula: C16H19ClF6N3O2S
Source: OMol25
Level of theory: ωB97M-V/def2-TZVPD

Total charge = +1
Calculated total energy = -2393.1437 Ha

The geometry in XYZ format:
```
48
C16H19ClF6N3O2S (ωB97M-V/def2-TZVPD)
C 0.964 -5.131 1.152
C 1.753 -4.826 -0.128
F 1.299 -5.625 -1.150
C 1.522 -3.398 -0.552
C 0.530 -3.137 -1.476
N 0.234 -1.876 -1.840
C -0.914 -1.651 -2.752
C -2.255 -1.961 -2.070
S -2.148 -1.450 -0.335
C -3.777 -1.621 0.250
N -4.011 -2.285 1.339
N -5.361 -2.097 1.609
C -5.818 -1.367 0.652
O -4.862 -1.016 -0.257
C 0.920 -0.839 -1.348
C 1.943 -1.024 -0.435
C 2.647 0.217 0.089
F 3.959 0.027 0.184
F 2.446 1.208 -0.802
C 2.085 0.695 1.482
F 1.145 -0.156 1.887
F 3.038 0.734 2.377
F 1.534 1.887 1.372
C 2.237 -2.322 -0.011
Cl 3.359 -2.634 1.224
H 1.443 -5.900 1.743
H -0.027 -5.450 0.848
H 0.833 -4.238 1.754
H 2.808 -5.003 0.042
H -0.053 -3.926 -1.916
H -0.779 -2.245 -3.646
H -0.885 -0.602 -3.022
H -3.025 -1.428 -2.616
H -2.451 -3.026 -2.145
H -6.809 -1.007 0.461
H 0.622 0.134 -1.695
C 0.299 6.035 -0.491
C -0.030 6.095 0.993
C 1.176 6.515 1.819
O -0.527 4.834 1.444
H 1.086 5.298 -0.676
H -0.577 5.735 -1.066
H 0.644 7.002 -0.861
H -0.844 6.802 1.155
H 1.988 5.791 1.702
H 0.919 6.554 2.878
H 1.544 7.495 1.514
H 0.175 4.187 1.320
```

Mulliken population analysis, charges in e, atoms 1 to 6:
1. C -1.174
2. C -0.177
3. F -0.343
4. C -0.337
5. C -0.138
6. N 0.023

Record 7
Formula: C16H19ClFN3O3
Source: OMol25
Level of theory: ωB97M-V/def2-TZVPD

ΔE to the lowest compared entry with this formula, charge and spin = 0.000 eV
Total charge = 0
Calculated total energy = -1571.1162 Ha
Structure (SMILES) = O=C1NCCN(Cc2ccc(Cl)c(F)c2)[C@@H]1CC(=O)N1CCCO1

The geometry in XYZ format:
```
43
C16H19ClFN3O3 (ωB97M-V/def2-TZVPD)
O -0.251 2.981 -2.447
C -0.025 2.638 -1.305
N 0.199 3.531 -0.323
C 0.336 3.158 1.061
C -0.520 1.918 1.290
N 0.027 0.848 0.486
C -0.548 -0.460 0.782
C -1.981 -0.630 0.342
C -2.274 -1.177 -0.904
C -3.580 -1.271 -1.348
C -4.623 -0.823 -0.551
Cl -6.259 -0.934 -1.090
C -4.329 -0.291 0.698
F -5.322 0.138 1.500
C -3.026 -0.191 1.146
C 0.102 1.160 -0.938
C 1.471 0.722 -1.508
C 1.604 -0.781 -1.515
O 0.839 -1.534 -2.087
N 2.697 -1.275 -0.882
C 2.834 -2.669 -0.506
C 3.174 -2.617 0.996
C 3.292 -1.106 1.269
O 3.470 -0.507 -0.005
H 0.159 4.505 -0.580
H 0.002 3.981 1.696
H 1.382 2.927 1.299
H -0.472 1.619 2.340
H -1.567 2.157 1.037
H 0.064 -1.213 0.286
H -0.468 -0.605 1.864
H -1.473 -1.544 -1.530
H -3.799 -1.693 -2.316
H -2.847 0.216 2.129
H -0.679 0.639 -1.508
H 1.524 1.068 -2.543
H 2.278 1.171 -0.930
H 3.641 -3.127 -1.084
H 1.898 -3.181 -0.730
H 4.114 -3.127 1.197
H 2.395 -3.067 1.607
H 2.380 -0.715 1.737
H 4.160 -0.836 1.868
```

Mulliken population analysis, charges in e, atoms 1 to 6:
1. O -0.677
2. C -0.287
3. N -0.062
4. C -0.813
5. C -0.781
6. N 0.569

Record 8
Formula: C16H19ClN
Source: OMol25
Level of theory: ωB97M-V/def2-TZVPD

ΔE to the lowest compared entry with this formula, charge and spin = 0.910 eV
Total charge = +1
Calculated total energy = -1135.7485 Ha

The geometry in XYZ format:
```
37
C16H19ClN (ωB97M-V/def2-TZVPD)
C 2.139 -3.610 1.116
C 0.941 -2.779 1.266
C 0.774 -1.638 2.085
C -0.405 -1.474 2.906
C -1.373 -2.608 3.077
C -0.572 -0.315 3.654
C 0.353 0.736 3.610
C 0.107 2.013 4.351
C 1.531 0.559 2.876
C 1.758 -0.592 2.126
C 3.056 -0.760 1.410
H 1.815 -4.662 1.020
H 2.619 -3.412 0.154
H 2.871 -3.491 1.935
H 0.028 -3.244 0.876
H -2.172 -2.289 3.755
H -1.816 -2.906 2.121
H -0.904 -3.498 3.523
H -1.474 -0.236 4.271
H 0.946 2.700 4.193
H -0.810 2.512 4.005
H -0.008 1.842 5.432
H 2.295 1.338 2.875
H 3.585 0.200 1.399
H 3.720 -1.494 1.886
H 2.879 -1.090 0.383
Cl 2.591 -1.140 -5.647
C 2.340 -1.533 -4.008
C 1.195 -1.103 -3.339
C 1.052 -1.427 -1.977
N 1.975 -2.146 -1.333
C 3.082 -2.549 -1.975
C 3.311 -2.272 -3.322
H 0.443 -0.506 -3.845
H 0.189 -1.085 -1.408
H 3.831 -3.104 -1.397
H 4.227 -2.599 -3.793
```

Mulliken population analysis, charges in e, atoms 1 to 6:
1. C -0.651
2. C 0.047
3. C 0.729
4. C 0.882
5. C -1.686
6. C -0.913

Record 9
Formula: C16H19F2NSV
Source: OMol25
Level of theory: ωB97M-V/def2-TZVPD

ΔE to the lowest compared entry with this formula, charge and spin = 0.000 eV
⟨S²⟩ = 3.7683
Total charge = 0
Calculated total energy = -2217.7697 Ha
2S+1 = 4

The geometry in XYZ format:
```
40
C16H19F2NSV (ωB97M-V/def2-TZVPD)
V -0.421 -0.539 -0.100
C -1.558 3.046 1.737
C -1.498 1.979 2.837
C -0.271 2.215 3.715
C -1.570 0.574 2.266
C -2.584 0.231 1.375
C -2.687 -1.055 0.841
C -1.788 -2.067 1.201
C -1.928 -3.465 0.665
C -0.767 -1.727 2.103
C -0.653 -0.436 2.606
H -1.545 4.038 2.191
H -2.463 2.973 1.133
H -0.691 2.954 1.081
H -2.390 2.096 3.464
H 0.640 2.104 3.124
H -0.236 1.531 4.564
H -0.299 3.229 4.111
H -3.304 0.980 1.070
H -3.478 -1.279 0.135
H -2.588 -4.054 1.307
H -0.962 -3.962 0.620
H -2.350 -3.456 -0.339
H -0.035 -2.477 2.374
H 0.178 -0.209 3.258
S 1.348 1.134 0.319
C 0.736 1.643 -1.216
C 1.213 2.730 -1.958
C 0.650 2.997 -3.188
C -0.373 2.180 -3.671
C -0.799 1.132 -2.887
N -0.272 0.871 -1.686
H 2.017 3.329 -1.554
H 1.007 3.831 -3.779
H -0.823 2.358 -4.636
H -1.584 0.465 -3.222
F -0.314 -2.544 -2.126
C 0.618 -1.988 -1.209
F 1.047 -3.087 -0.444
H 1.481 -1.703 -1.819
```

Mulliken population analysis, charges in e, atoms 1 to 6:
1. V 0.542
2. C -1.293
3. C 0.759
4. C -1.592
5. C 0.598
6. C -0.543